Entry from the Open Molecules 2025 dataset: a cluster of 14 separate species, C58H119NO13 in total at a distorted geometry (ωB97M-V with the def2-TZVPD basis set).

As for the frontier orbital gap: 9.27 eV. For the total energy, the calculation gives -3313.88186 Ha. The calculation puts the strongest force on any atom at 0.04006 hartree/bohr. Its relative energy (zero: lowest compared OMol25 entry of this formula, charge and spin) is 0.00 kJ/mol. The LUMO energy is 0.57 eV. Its HOMO energy is -0.320 Eh.

Each atom is followed by the atoms it is bonded to, with distances in Å.
Geometry (Å):
1 H 8.08 -2.94 0.50  C115 1.087
2 O 0.59 -5.05 -0.26  C135 1.425, C138 1.417
3 N 6.08 -0.12 0.55  C111 1.466, C147 1.471, C149 1.451
4 C -3.98 -1.64 4.14  C88 1.527, C116 1.522, H122 1.088, H183 1.095
5 O 4.11 -2.67 -2.98  C85 1.419, C121 1.419
6 C 2.99 3.59 2.67  H7 1.092, C41 1.509, H146 1.101, O171 1.422
7 H 2.37 3.27 1.83  C6 1.092
8 H -2.53 -2.66 -4.36  C93 1.094
9 H -0.55 -1.56 3.75  C129 1.098
10 H 4.07 0.28 -2.44  C190 1.091
11 H 1.87 -0.34 -2.86  C60 1.094
12 H -6.89 2.77 2.52  C180 1.090
13 C 0.98 5.18 0.01  C92 1.509, H166 1.088, H169 1.093, C179 1.529
14 H -0.28 -1.13 5.95  C15 1.092
15 C 0.54 -0.63 5.42  H14 1.092, C107 1.522, C129 1.545, H161 1.088
16 C 6.78 2.15 -0.15  H64 1.089, H81 1.093, C111 1.535, H133 1.088
17 H -2.14 -1.93 -3.47  C77 1.095
18 H 2.10 -3.00 -2.58  C121 1.091
19 H -4.18 1.12 -4.98  C164 1.089
20 H -0.99 3.11 -4.69  C100 1.097
21 H 2.56 -5.66 1.41  C189 1.092
22 H -1.17 0.93 1.46  C165 1.095
23 H -3.31 -1.38 -6.24  C109 1.093
24 C -6.77 2.90 0.33  H42 1.091, C72 1.531, H114 1.088, C180 1.534
25 H 0.51 -3.62 2.39  C136 1.093
26 H 3.56 6.53 3.39  C106 1.092
27 H -3.72 -4.41 4.64  C151 1.095
28 H -0.53 4.30 4.06  C104 1.091
29 H 4.42 1.13 0.25  C149 1.091
30 C -4.56 -2.66 -0.54  H43 1.092, C50 1.517, H128 1.094, C152 1.535
31 H -2.04 3.54 5.88  C97 1.096
32 H 1.92 -1.92 6.64  C107 1.091
33 H 0.01 3.94 1.44  C179 1.093
34 O -1.79 -0.59 -5.04  C77 1.411, C109 1.423
35 H 2.66 -0.60 5.81  C107 1.093
36 H 1.95 2.34 -6.96  C68 1.095
37 H 0.43 1.58 -3.48  C124 1.092
38 H -4.97 -0.49 -4.85  C164 1.089
39 H 2.32 -1.22 -4.36  C60 1.089
40 H 1.04 -1.34 -0.60  C158 1.092
41 C 4.44 3.88 2.37  C6 1.509, H89 1.095, H103 1.093, C123 1.505
42 H -6.48 3.82 -0.19  C24 1.091
43 H -3.73 -2.63 0.17  C30 1.092
44 H -2.07 3.22 2.09  C131 1.088
45 H -1.51 -2.04 0.52  C79 1.091
46 H -2.82 1.18 2.98  C160 1.093
47 H 2.50 -4.56 -0.81  C135 1.090
48 H -1.40 1.92 -0.01  C165 1.090
49 H -2.47 -1.35 2.67  C88 1.094
50 C -4.15 -2.87 -1.98  C30 1.517, H67 1.091, H119 1.094, O184 1.435
51 H -0.64 2.43 5.93  C97 1.092
52 H -2.87 0.29 -6.56  C109 1.089
53 H -1.18 1.75 -5.81  C100 1.088
54 O -2.63 -3.33 3.17  C88 1.439, C151 1.438
55 H 8.51 -1.20 0.17  C115 1.089
56 O -2.31 1.69 4.97  C97 1.417, C160 1.426
57 O 0.21 3.19 -6.37  C68 1.438, C100 1.428
58 C 3.91 -0.23 1.81  H76 1.088, H78 1.087, C149 1.543, H185 1.092
59 H 4.19 -0.52 -0.30  C149 1.104
60 C 2.60 -1.00 -3.33  H11 1.094, H39 1.089, C121 1.517, C190 1.538
61 H 5.73 5.39 3.22  C123 1.088
62 H 1.54 -3.17 4.55  C182 1.100
63 C -4.86 1.43 0.52  H65 1.090, C72 1.544, H75 1.093, O176 1.417
64 H 5.86 2.65 -0.43  C16 1.089
65 H -4.70 0.35 0.53  C63 1.090
66 H -6.83 -2.04 -2.11  C177 1.096
67 H -4.33 -3.88 -2.37  C50 1.091
68 C 1.63 3.04 -6.19  H36 1.095, O57 1.438, H82 1.093, C188 1.521
69 H 0.11 -4.03 -4.96  C139 1.097
70 H 2.88 -3.96 1.77  C189 1.094
71 H 7.69 0.32 -0.83  C111 1.089
72 C -6.13 1.67 -0.33  C24 1.531, C63 1.544, H98 1.093, H170 1.090
73 H 0.76 -5.30 2.93  C136 1.088
74 H -0.89 5.11 -2.04  C181 1.094
75 H -3.96 1.95 0.19  C63 1.093
76 H 2.85 -0.43 1.67  C58 1.088
77 C -2.06 -0.86 -3.68  H17 1.095, O34 1.411, H126 1.091, C163 1.538
78 H 4.37 -1.10 2.28  C58 1.087
79 C -1.10 -1.34 -0.22  H45 1.091, H120 1.090, C158 1.562, O173 1.434
80 H 4.15 0.27 -4.24  C190 1.087
81 H 7.61 2.60 -0.70  C16 1.093
82 H 2.16 3.97 -6.40  C68 1.093
83 H 1.68 3.49 -4.10  C188 1.092
84 C 0.33 0.60 -0.12  H86 1.093, C158 1.512, C165 1.538, H175 1.094
85 C 4.91 -1.54 -3.29  O5 1.419, H162 1.097, H187 1.096, C190 1.535
86 H 0.38 0.88 -1.17  C84 1.093
87 H 0.18 -4.92 -2.82  C108 1.089
88 C -3.27 -2.08 2.86  C4 1.527, H49 1.094, O54 1.439, H102 1.088
89 H 4.98 2.92 2.36  C41 1.095
90 H 2.92 -2.00 -1.41  C121 1.099
91 H -4.80 -0.50 -0.41  C152 1.093
92 C 0.86 4.24 -1.17  C13 1.509, H99 1.096, H134 1.097, C181 1.515
93 C -1.90 -3.41 -4.85  H8 1.094, H96 1.089, C139 1.502, C148 1.535
94 H -3.10 0.86 -2.97  C163 1.092
95 H -2.01 -4.19 4.89  C151 1.092
96 H -1.94 -3.21 -5.93  C93 1.089
97 C -1.48 2.78 5.32  H31 1.096, H51 1.092, O56 1.417, C104 1.516
98 H -5.84 1.80 -1.37  C72 1.093
99 H 1.52 4.59 -1.97  C92 1.096
100 C -0.46 2.42 -5.37  H20 1.097, H53 1.088, O57 1.428, C124 1.521
101 H -0.01 0.01 3.31  C129 1.090
102 H -3.97 -2.15 2.03  C88 1.088
103 H 4.59 4.39 1.42  C41 1.093
104 C -0.98 3.30 3.99  H28 1.091, C97 1.516, C131 1.521, H132 1.095
105 H 5.78 -2.07 1.12  C147 1.091
106 C 3.59 5.54 3.85  H26 1.092, C123 1.541, H127 1.089, O171 1.440
107 C 1.86 -1.33 5.72  C15 1.522, H32 1.091, H35 1.093, C182 1.532
108 C -0.71 -4.31 -2.98  H87 1.089, H112 1.096, C139 1.534, O150 1.414
109 C -3.00 -0.44 -5.77  H23 1.093, O34 1.423, H52 1.089, C164 1.552
110 H 6.09 -1.88 -0.63  C147 1.098
111 C 6.70 0.66 -0.53  N3 1.466, C16 1.535, H71 1.089, H178 1.102
112 H -0.93 -3.66 -2.12  C108 1.096
113 H 1.52 -3.23 -0.14  C135 1.100
114 H -7.86 2.85 0.38  C24 1.088
115 C 7.84 -1.90 0.68  H1 1.087, H55 1.089, C147 1.531, H174 1.094
116 C -3.20 -2.37 5.22  C4 1.522, H117 1.092, C151 1.510, H186 1.088
117 H -2.24 -1.86 5.38  C116 1.092
118 H -0.02 -2.52 -4.15  C139 1.093
119 H -3.09 -2.64 -2.09  C50 1.094
120 H -1.15 -1.71 -1.24  C79 1.090
121 C 2.86 -2.23 -2.49  O5 1.419, H18 1.091, C60 1.517, H90 1.099
122 H -4.06 -0.57 4.29  C4 1.088
123 C 4.88 4.77 3.50  C41 1.505, H61 1.088, C106 1.541, H140 1.094
124 C 0.60 1.68 -4.56  H37 1.092, C100 1.521, H125 1.090, C188 1.536
125 H 0.73 0.68 -4.97  C124 1.090
126 H -1.24 -0.44 -3.10  C77 1.091
127 H 3.39 5.61 4.92  C106 1.089
128 H -5.15 -3.49 -0.14  C30 1.094
129 C 0.28 -0.85 3.91  H9 1.098, C15 1.545, H101 1.090, O156 1.430
130 H -1.01 -4.25 0.82  C138 1.097
131 C -2.25 3.26 3.16  H44 1.088, C104 1.521, H141 1.092, C160 1.556
132 H -0.22 2.62 3.60  C104 1.095
133 H 7.01 2.27 0.91  C16 1.088
134 H 1.24 3.22 -1.03  C92 1.097
135 C 1.77 -4.30 -0.04  O2 1.425, H47 1.090, H113 1.100, C189 1.503
136 C 0.79 -4.63 2.07  H25 1.093, H73 1.088, C138 1.552, C189 1.520
137 H -0.59 5.62 1.48  C179 1.087
138 C -0.19 -4.97 0.92  O2 1.417, H130 1.097, C136 1.552, H155 1.094
139 C -0.53 -3.48 -4.26  H69 1.097, C93 1.502, C108 1.534, H118 1.093
140 H 5.19 4.18 4.36  C123 1.094
141 H -2.87 4.13 3.39  C131 1.092
142 H -2.03 -5.59 -5.18  C148 1.099
143 H -3.50 -4.97 -4.48  C148 1.090
144 H 2.74 2.12 -4.49  C188 1.088
145 H -3.99 -0.62 -2.62  C163 1.088
146 H 2.92 2.76 3.39  C6 1.101
147 C 6.38 -1.55 0.38  N3 1.471, H105 1.091, H110 1.098, C115 1.531
148 C -2.42 -4.81 -4.51  C93 1.535, H142 1.099, H143 1.090, O150 1.436
149 C 4.65 0.09 0.50  N3 1.451, H29 1.091, C58 1.543, H59 1.104
150 O -1.86 -5.10 -3.22  C108 1.414, C148 1.436
151 C -2.91 -3.68 4.54  H27 1.095, O54 1.438, H95 1.092, C116 1.510
152 C -5.41 -1.39 -0.57  C30 1.535, H91 1.093, H154 1.090, C177 1.515
153 H -6.19 -0.39 -2.34  C177 1.090
154 H -6.18 -1.42 0.20  C152 1.090
155 H -0.72 -5.92 1.09  C138 1.094
156 O 1.46 -1.50 3.43  C129 1.430, C182 1.396
157 H 3.11 -2.44 4.31  C182 1.090
158 C 0.35 -0.89 0.12  H40 1.092, C79 1.562, C84 1.512, H168 1.086
159 H -4.00 2.17 3.85  C160 1.088
160 C -2.94 1.98 3.72  H46 1.093, O56 1.426, C131 1.556, H159 1.088
161 H 0.52 0.42 5.70  C15 1.088
162 H 5.77 -1.45 -2.62  C85 1.097
163 C -3.37 -0.12 -3.37  C77 1.538, H94 1.092, H145 1.088, C164 1.526
164 C -4.04 0.07 -4.73  H19 1.089, H38 1.089, C109 1.552, C163 1.526
165 C -1.08 0.95 0.37  H22 1.095, H48 1.090, C84 1.538, O173 1.425
166 H 1.88 5.10 0.61  C13 1.088
167 O -1.24 4.40 -0.15  C179 1.454, C181 1.428
168 H 0.61 -1.13 1.15  C158 1.086
169 H 0.85 6.20 -0.36  C13 1.093
170 H -6.80 0.81 -0.31  C72 1.090
171 O 2.53 4.83 3.18  C6 1.422, C106 1.440
172 H -5.61 3.87 1.92  C180 1.094
173 O -1.84 -0.11 -0.21  C79 1.434, C165 1.425
174 H 8.03 -1.73 1.74  C115 1.094
175 H 1.09 1.20 0.41  C84 1.094
176 O -5.24 1.87 1.81  C63 1.417, C180 1.429
177 C -5.95 -1.40 -1.99  H66 1.096, C152 1.515, H153 1.090, O184 1.433
178 H 6.12 0.58 -1.46  C111 1.102
179 C -0.25 4.81 0.83  C13 1.529, H33 1.093, H137 1.087, O167 1.454
180 C -6.17 2.95 1.74  H12 1.090, C24 1.534, H172 1.094, O176 1.429
181 C -0.63 4.24 -1.43  H74 1.094, C92 1.515, O167 1.428, H191 1.091
182 C 2.06 -2.21 4.48  H62 1.100, C107 1.532, O156 1.396, H157 1.090
183 H -5.00 -2.02 4.05  C4 1.095
184 O -4.92 -1.97 -2.79  C50 1.435, C177 1.433
185 H 3.96 0.68 2.42  C58 1.092
186 H -3.74 -2.44 6.17  C116 1.088
187 H 5.39 -1.78 -4.25  C85 1.096
188 C 1.81 2.61 -4.74  C68 1.521, H83 1.092, C124 1.536, H144 1.088
189 C 2.14 -4.65 1.37  H21 1.092, H70 1.094, C135 1.503, C136 1.520
190 C 3.98 -0.32 -3.34  H10 1.091, C60 1.538, H80 1.087, C85 1.535
191 H -0.90 3.29 -1.90  C181 1.091